[1]
{
  "formula": "C26H42BrFeN3OP2",
  "method": "wB97M-V/def2-TZVPD",
  "lumo_ev": [-6.70, -8.75],
  "e_homo_ha": [-0.4893, -0.4889],
  "s_squared": 6.07,
  "orbital_gap_ev": [6.61, 4.55],
  "spin_multiplicity": 5,
  "total_charge": 2,
  "species": ["C", "C", "C", "C", "N", "C", "C", "C", "C", "C", "C", "C", "C", "C", "Fe", "P", "H", "H", "H", "H", "H", "H", "H", "H", "C", "C", "H", "H", "H", "H", "H", "C", "C", "H", "H", "H", "H", "H", "C", "C", "H", "H", "H", "H", "H", "Br", "P", "C", "C", "H", "H", "H", "H", "H", "C", "C", "H", "H", "H", "H", "H", "C", "C", "H", "H", "H", "H", "H", "N", "C", "N", "O", "H", "H", "H", "H"],
  "positions_angstrom": [[5.39916, -0.44579, -4.07301], [5.15531, 0.55476, -3.08454], [6.12262, 1.58228, -2.99009], [7.29560, 1.50246, -3.75889], [7.53223, 0.52707, -4.62854], [6.60468, -0.41221, -4.78975], [4.05744, 0.51087, -2.11002], [3.09324, -0.17950, -1.55984], [2.29870, -1.24506, -1.02475], [1.14166, -1.81750, -1.60550], [0.16021, -2.37999, -0.77803], [0.33590, -2.39941, 0.62125], [1.59135, -2.07388, 1.14751], [2.58736, -1.60516, 0.32213], [3.33505, 1.45001, -0.51924], [-2.21177, 0.12489, -0.53908], [6.02766, 2.40705, -2.29875], [4.70840, -1.25929, -4.27178], [8.07228, 2.26072, -3.65964], [6.83720, -1.18577, -5.52499], [3.56740, -1.35466, 0.73833], [0.96595, -1.76998, -2.67715], [1.76084, -2.14652, 2.21398], [-0.79443, -2.72973, -1.17638], [-3.80742, 0.17645, 0.39713], [-4.76202, 1.34463, 0.14187], [-3.50701, 0.15534, 1.46209], [-4.29894, -0.79034, 0.18311], [-5.69544, 1.15993, 0.68709], [-4.36113, 2.29623, 0.51115], [-5.01959, 1.45632, -0.91654], [-1.77490, 1.88399, -0.89964], [-1.27072, 2.19828, -2.30848], [-0.97420, 2.09485, -0.17524], [-2.62693, 2.52111, -0.63136], [-0.61824, 3.08614, -2.25414], [-0.68195, 1.37527, -2.73295], [-2.09877, 2.44212, -2.99039], [-2.73998, -0.60581, -2.14869], [-3.92034, 0.03195, -2.86887], [-2.97505, -1.66650, -1.92095], [-1.84389, -0.59717, -2.79208], [-4.00520, -0.42657, -3.86271], [-4.86309, -0.15618, -2.34526], [-3.80321, 1.11073, -3.01841], [-1.06364, -2.58047, 1.83757], [0.65977, 1.80989, 3.52705], [-0.71392, 2.42413, 2.46732], [-1.66267, 3.38640, 3.18932], [-1.26429, 1.53725, 2.09278], [-0.23531, 2.92715, 1.61138], [-2.26125, 3.93574, 2.45335], [-2.35678, 2.85555, 3.85101], [-1.10812, 4.11779, 3.78639], [-0.04121, 0.15099, 4.00873], [0.30155, -0.26826, 5.43126], [0.31563, -0.57898, 3.27533], [-1.12777, 0.23543, 3.90546], [-0.23593, -1.19359, 5.68263], [1.37748, -0.46448, 5.55701], [0.00514, 0.49541, 6.16540], [2.02803, 1.43805, 2.34528], [3.14599, 2.46289, 2.55758], [1.58678, 1.47928, 1.33175], [2.38432, 0.41833, 2.54812], [4.10184, 2.08023, 2.17672], [2.91815, 3.40452, 2.03740], [3.27016, 2.69666, 3.62429], [-3.10427, -5.01501, 0.84079], [-3.60378, -4.50215, -0.33161], [-4.48782, -5.38048, -0.94137], [-3.28572, -3.40691, -0.81433], [-3.16915, -6.01372, 0.98706], [-2.34925, -4.49763, 1.27638], [-5.05005, -4.94661, -1.65836], [-4.96991, -6.01379, -0.31164]]
}



[2]
{
  "formula": "C4H7I",
  "method": "wB97M-V/def2-TZVPD",
  "lumo_ev": -0.55,
  "e_homo_ha": -0.3076,
  "e_above_lowest_ev": 4.416,
  "orbital_gap_ev": 7.81,
  "species": ["C", "C", "C", "C", "I", "H", "H", "H", "H", "H", "H", "H"],
  "positions_angstrom": [[-1.16935, 2.44884, -0.06224], [-0.14714, 0.20266, 0.01034], [0.84435, -0.70120, 0.11803], [0.70889, -2.23881, 0.10856], [2.70325, 0.33633, -0.33001], [-0.68726, 2.99525, 0.67528], [-1.95027, 1.81639, 0.33915], [-1.19182, -0.05343, -0.08055], [-1.04696, 2.48619, -1.12400], [-0.14379, -2.36700, -0.50154], [0.48073, -2.33690, 1.10926], [1.59937, -2.58831, -0.26229]]
}



[3]
{
  "formula": "C26H23I2IrN2P2S",
  "method": "wB97M-V/def2-TZVPD",
  "lumo_ev": -6.58,
  "e_homo_ha": -0.4770,
  "e_above_lowest_ev": 2.683,
  "orbital_gap_ev": 6.40,
  "total_charge": 2,
  "species": ["Ir", "N", "P", "C", "C", "C", "C", "C", "C", "C", "C", "C", "C", "C", "C", "P", "C", "C", "C", "C", "C", "C", "C", "C", "C", "C", "C", "C", "H", "H", "H", "H", "H", "H", "H", "H", "H", "H", "H", "H", "H", "H", "H", "H", "H", "H", "H", "H", "H", "I", "C", "I", "H", "H", "S", "C", "N"],
  "positions_angstrom": [[-1.04576, 0.21637, 0.14630], [-1.18761, -2.82049, -0.28039], [-1.25185, -1.47989, -1.26837], [-2.87509, -1.42828, -2.06227], [-3.14950, -2.40795, -3.02028], [-4.38525, -2.45479, -3.64345], [-5.35658, -1.50902, -3.32525], [-5.09088, -0.52599, -2.38135], [-3.85756, -0.48555, -1.74932], [-0.02101, -1.54877, -2.56652], [-0.16229, -0.68214, -3.65261], [0.82113, -0.63987, -4.62648], [1.93456, -1.47208, -4.52727], [2.06026, -2.35471, -3.46218], [1.07975, -2.39621, -2.47826], [-0.21607, -2.70467, 1.12374], [-0.28021, -4.34023, 1.82659], [-1.48529, -4.88230, 2.28302], [-1.49415, -6.16215, 2.81415], [-0.30931, -6.89141, 2.89713], [0.88940, -6.35254, 2.44822], [0.91042, -5.07100, 1.91034], [-1.18537, -1.62372, 2.28094], [-0.82852, -1.58407, 3.61438], [-1.42298, -0.67130, 4.47624], [-2.38499, 0.23848, 4.03057], [-2.75403, 0.23018, 2.70839], [-2.14393, -0.69011, 1.83311], [-1.47107, -3.73975, -0.60027], [-2.38413, -3.12609, -3.30349], [-4.59124, -3.21478, -4.38626], [-6.32125, -1.53899, -3.81858], [-5.84750, 0.21048, -2.13871], [-3.66435, 0.28007, -1.00827], [-1.04150, -0.04925, -3.74049], [0.71263, 0.02330, -5.47444], [2.69430, -1.44809, -5.30002], [2.91247, -3.02071, -3.40460], [1.17334, -3.10293, -1.66240], [-2.40337, -4.30473, 2.23645], [-2.41960, -6.59218, 3.17707], [-0.32351, -7.88793, 3.32256], [1.80766, -6.92304, 2.52514], [1.84551, -4.63645, 1.57694], [-0.06738, -2.25746, 3.99516], [-1.12557, -0.66212, 5.51919], [-2.83430, 0.93967, 4.72318], [-3.52196, 0.89566, 2.33430], [-2.70185, -0.89104, 0.88513], [-1.70693, 2.64581, -1.09046], [0.38134, 2.92609, -1.47412], [1.26429, 1.11935, -0.73564], [0.74285, 3.77945, -0.91243], [0.54571, 3.03075, -2.53817], [1.62989, -2.01381, 0.72107], [1.72894, -0.97139, 2.03707], [1.74025, -0.23031, 2.93259]]
}



Results for strongest force on any atom: 3.7, 4.6, 5.2 (in eV/A, following the order of the records).